# C29H28N2P2PtS3

A structure of composition C29H28N2P2PtS3 (ωB97M-V/def2-TZVPD, OMol25).

Summary:
Energy relative to the best compared isomer or geometry (same formula, charge and spin) = 0.00 kJ/mol
LUMO (alpha / beta) = 0.4 / -0.6 eV
Gap between HOMO and LUMO (alpha / beta) = 6.94 / 7.03 eV
2S+1 = 3

Geometry (Å):
Pt -2.282 -0.066 -1.342
S -0.274 -1.713 -1.994
P 0.418 -0.591 -0.468
C -0.986 0.204 0.116
P -1.336 1.581 1.134
S -2.600 2.797 0.256
C -1.995 0.933 2.703
C -2.055 1.771 3.816
C -2.602 1.316 5.005
C -3.103 0.023 5.089
C -3.058 -0.811 3.981
C -2.505 -0.358 2.789
C 0.234 2.376 1.605
C 1.055 1.848 2.599
C 2.285 2.432 2.874
C 2.701 3.544 2.154
C 1.887 4.070 1.160
C 0.658 3.490 0.885
C 1.301 -1.616 0.727
C 0.886 -1.666 2.051
C 1.564 -2.465 2.964
C 2.653 -3.216 2.551
C 3.065 -3.177 1.223
C 2.390 -2.383 0.312
C 1.620 0.636 -1.038
C 2.833 0.856 -0.395
C 3.684 1.857 -0.848
C 3.322 2.643 -1.930
C 2.101 2.437 -2.563
C 1.252 1.438 -2.120
H -1.676 2.784 3.746
H -2.642 1.971 5.866
H -3.532 -0.332 6.017
H -3.456 -1.815 4.041
H -2.474 -1.002 1.918
H 0.731 0.990 3.175
H 2.914 2.022 3.654
H 3.659 4.000 2.370
H 2.211 4.936 0.596
H 0.007 3.901 0.123
H 0.023 -1.093 2.367
H 1.235 -2.503 3.995
H 3.182 -3.839 3.261
H 3.910 -3.771 0.899
H 2.701 -2.358 -0.727
H 3.117 0.256 0.460
H 4.627 2.027 -0.343
H 3.988 3.423 -2.278
H 1.811 3.058 -3.401
H 0.294 1.273 -2.599
C -1.586 -0.407 -5.228
N -2.187 -1.602 -4.681
C -1.651 -2.929 -4.975
C -2.449 -3.847 -4.030
N -3.399 -2.914 -3.430
C -3.134 -1.645 -3.752
S -3.941 -0.296 -3.052
H -0.518 -0.407 -4.996
H -2.053 0.458 -4.765
H -1.726 -0.368 -6.309
H -0.583 -2.945 -4.753
H -1.797 -3.174 -6.028
H -1.809 -4.290 -3.267
H -2.970 -4.639 -4.565
H -3.938 -3.112 -2.605

Want to see where the charge sits? The Mulliken charges in e are:
1. Pt 0.746
2. S -0.494
3. P 0.751
4. C -1.017
5. P 1.205
6. S -0.478
7. C 0.226
8. C -0.361
9. C -0.640
10. C -0.472
11. C -0.724
12. C -0.284
13. C 0.105
14. C 0.089
15. C -0.878
16. C -0.429
17. C -0.668
18. C -0.527
19. C 0.005
20. C 0.117
21. C -0.767
22. C -0.505
23. C -0.630
24. C -0.400
25. C 0.947
26. C -0.487
27. C -0.652
28. C -0.550
29. C -0.696
30. C -0.527
31. H 0.425
32. H 0.389
33. H 0.381
34. H 0.410
35. H 0.403
36. H 0.377
37. H 0.419
38. H 0.425
39. H 0.443
40. H 0.348
41. H 0.181
42. H 0.453
43. H 0.378
44. H 0.399
45. H 0.408
46. H 0.343
47. H 0.439
48. H 0.386
49. H 0.423
50. H 0.346
51. C -0.967
52. N 0.200
53. C -0.468
54. C -0.509
55. N -0.063
56. C -0.021
57. S -0.458
58. H 0.332
59. H 0.329
60. H 0.304
61. H 0.286
62. H 0.393
63. H 0.267
64. H 0.316
65. H 0.282

=====

# C4H7NO2

The molecule C4H7NO2 (ωB97M-V/def2-TZVPD, OMol25).

Summary:
Energy relative to the best compared isomer or geometry (same formula, charge and spin) = 725.20 kJ/mol
LUMO = 0.9 eV
Gap between HOMO and LUMO = 8.57 eV
2S+1 = 1

Geometry (Å):
N -0.375 0.648 -0.299
C 1.255 0.699 -0.105
C -1.275 -0.248 0.359
C 1.959 -0.162 0.630
C -1.239 -1.556 0.160
O 0.311 0.156 -1.412
O -1.017 1.888 -0.586
H -1.290 1.774 -1.515
H 1.509 1.726 -0.314
H -1.914 0.265 1.063
H 2.882 0.190 1.067
H 1.655 -1.185 0.795
H -1.900 -2.205 0.717
H -0.561 -1.990 -0.561

Want to see where the charge sits? The Mulliken charges in e are:
1. N 0.601
2. C 0.091
3. C -0.147
4. C -0.971
5. C -0.714
6. O -0.550
7. O -0.449
8. H 0.351
9. H 0.379
10. H 0.354
11. H 0.259
12. H 0.246
13. H 0.255
14. H 0.293

=====

# C6H6EuLiO2

A structure of composition C6H6EuLiO2 (ωB97M-V/def2-TZVPD, OMol25).

Summary:
LUMO (alpha / beta) = -12.3 / -12.2 eV
Gap between HOMO and LUMO (alpha / beta) = 6.88 / 6.96 eV
2S+1 = 8
Charge = +3

Geometry (Å):
C -0.812 2.247 -0.050
C -1.400 1.014 -0.237
C -1.441 -0.122 0.644
H -1.064 3.028 -0.776
H -0.495 2.563 0.951
H -1.803 0.793 -1.231
H -2.211 -0.882 0.480
C -1.103 0.017 1.962
O -0.747 0.102 3.038
O 2.170 -0.455 -0.858
C 1.467 -1.454 -0.814
C 0.473 -2.216 -0.477
Eu 1.525 1.927 -1.271
Li 4.257 -0.919 -0.356
H 0.714 -2.861 -1.460
H 0.471 -2.783 0.454

Want to see where the charge sits? The Mulliken charges in e are:
1. C -1.766
2. C 0.277
3. C -0.765
4. H 0.598
5. H 0.483
6. H 0.430
7. H 0.429
8. C 0.700
9. O -0.141
10. O -0.769
11. C 0.639
12. C -0.473
13. Eu 1.659
14. Li 0.947
15. H 0.326
16. H 0.425

=====

# C2H5N3O

The molecule C2H5N3O (ωB97M-V/def2-TZVPD, OMol25).

Summary:
Energy relative to the best compared isomer or geometry (same formula, charge and spin) = 653.38 kJ/mol
LUMO = 0.4 eV
Gap between HOMO and LUMO = 8.30 eV
2S+1 = 1
SMILES string = C=NN/C=N/O

Geometry (Å):
C -0.443 -0.639 -0.548
C 1.621 0.792 1.104
H -2.826 1.321 -0.900
H -0.988 -1.263 -1.456
H 0.849 -2.032 -0.437
H 2.294 1.243 1.873
H 0.758 1.352 0.472
N -1.340 0.334 -0.094
N 0.769 -0.968 0.040
N 1.571 -0.586 1.067
O -2.265 0.447 -1.122

Want to see where the charge sits? The Mulliken charges in e are:
1. C 0.122
2. C -0.290
3. H 0.343
4. H 0.243
5. H 0.288
6. H 0.297
7. H 0.237
8. N -0.364
9. N 0.091
10. N -0.540
11. O -0.427

=====

# C22H24IN8

A cluster of 5 separate species, C22H24IN8 in total (ωB97M-V/def2-TZVPD, OMol25).

Summary:
LUMO = -3.6 eV
Gap between HOMO and LUMO = 7.84 eV
2S+1 = 1
Charge = +1

Geometry (Å):
N -3.178 0.742 2.084
C -1.867 0.899 2.400
N -0.826 0.963 1.582
C 0.235 1.072 2.375
I 2.230 1.162 1.804
N -0.131 1.116 3.654
N -1.480 0.991 3.690
H -3.442 -0.119 1.626
H -3.891 1.411 2.300
H 0.455 1.196 4.471
H -2.061 0.966 4.512
N 5.427 4.497 2.109
C 6.107 5.460 1.492
C 6.080 5.662 0.118
C 5.307 4.815 -0.657
C 4.593 3.806 -0.031
C 4.689 3.698 1.347
H 6.702 6.099 2.135
H 6.653 6.462 -0.329
H 5.261 4.937 -1.732
H 3.978 3.121 -0.601
H 4.143 2.924 1.885
N 1.606 2.307 -3.262
C 1.167 2.461 -2.015
C 0.037 1.838 -1.514
C -0.685 1.009 -2.355
C -0.247 0.835 -3.654
C 0.901 1.504 -4.058
H 1.761 3.122 -1.390
H -0.271 1.996 -0.496
H -1.576 0.503 -2.005
H -0.786 0.194 -4.338
H 1.282 1.393 -5.066
N -2.257 -2.159 -3.694
C -2.012 -2.947 -4.740
C -1.649 -4.281 -4.631
C -1.532 -4.828 -3.365
C -1.782 -4.024 -2.265
C -2.140 -2.704 -2.484
H -2.114 -2.479 -5.713
H -1.465 -4.872 -5.517
H -1.250 -5.866 -3.237
H -1.702 -4.411 -1.258
H -2.348 -2.043 -1.649
N -2.881 -2.456 1.783
C -3.783 -3.338 2.214
C -3.535 -4.256 3.223
C -2.285 -4.261 3.821
C -1.333 -3.350 3.386
C -1.683 -2.479 2.369
H -4.747 -3.302 1.719
H -4.304 -4.949 3.533
H -2.055 -4.963 4.611
H -0.344 -3.320 3.824
H -0.972 -1.751 1.988

Want to see where the charge sits? The Mulliken charges in e are:
1. N -0.325
2. C 0.050
3. N 0.070
4. C 0.056
5. I 0.376
6. N -0.036
7. N 0.018
8. H 0.209
9. H 0.233
10. H 0.196
11. H 0.263
12. N -0.555
13. C -0.261
14. C -0.294
15. C -0.526
16. C 0.101
17. C -0.065
18. H 0.367
19. H 0.373
20. H 0.416
21. H 0.319
22. H 0.018
23. N -0.533
24. C -0.523
25. C -0.250
26. C -0.363
27. C -0.306
28. C -0.284
29. H 0.581
30. H 0.479
31. H 0.443
32. H 0.387
33. H 0.357
34. N -0.430
35. C -0.200
36. C -0.411
37. C -0.292
38. C -0.521
39. C -0.012
40. H 0.360
41. H 0.371
42. H 0.373
43. H 0.378
44. H 0.392
45. N -0.235
46. C -0.320
47. C -0.476
48. C -0.217
49. C -0.798
50. C -0.246
51. H 0.417
52. H 0.409
53. H 0.393
54. H 0.413
55. H 0.660

=====

# CHN3O2P

A structure of composition CHN3O2P (ωB97M-V/def2-TZVPD, OMol25).

Summary:
Energy relative to the best compared isomer or geometry (same formula, charge and spin) = 273.51 kJ/mol
LUMO = 4.1 eV
Gap between HOMO and LUMO = 7.32 eV
2S+1 = 1
Charge = -1

Geometry (Å):
C -1.399 -1.109 -0.205
N -1.374 -0.263 -1.037
N 1.884 -0.285 -0.104
N 1.000 0.606 0.205
O -1.264 -1.886 0.631
O -1.220 1.800 0.695
P -0.440 1.150 -0.338
H 2.813 -0.013 0.153

Want to see where the charge sits? The Mulliken charges in e are:
1. C 0.566
2. N -0.427
3. N -0.593
4. N 0.113
5. O -0.456
6. O -0.577
7. P 0.203
8. H 0.172